{
  "formula": "C21H42BCrF3N3O7SSbSi3",
  "method": "wB97M-V/def2-TZVPD",
  "spin_multiplicity": 5,
  "e_lumo_ha": [0.00906, 0.00856],
  "molar_mass_g_mol": 806.47,
  "de_lowest_kj_mol": 0.0,
  "homo_lumo_gap_ev": [7.7, 7.7],
  "species": ["Cr", "C", "O", "C", "O", "N", "N", "H", "H", "H", "H", "H", "H", "F", "C", "F", "F", "S", "O", "O", "O", "O", "B", "O", "C", "C", "C", "C", "C", "C", "H", "H", "H", "H", "C", "Si", "C", "C", "Sb", "Si", "C", "C", "C", "Si", "C", "C", "C", "H", "H", "H", "H", "H", "H", "H", "H", "H", "H", "H", "H", "H", "H", "H", "H", "H", "H", "H", "H", "H", "H", "H", "H", "H", "H", "H", "C", "C", "C", "N", "H", "H", "H", "H", "H"],
  "positions_angstrom": [[0.5694, -1.0534, 0.2575], [4.9048, -0.1405, -2.0278], [4.3650, -1.1664, -1.2111], [3.1128, -0.9707, -0.7242], [2.6905, -1.8784, 0.0439], [2.3654, 0.0733, -1.0075], [-0.3118, -0.6067, -1.7233], [5.9340, -0.4190, -2.2363], [4.8888, 0.8239, -1.5160], [4.3634, -0.0574, -2.9734], [2.7236, 0.6523, -1.7542], [-1.3221, -0.5299, -1.7695], [0.0797, 0.3058, -1.9203], [-2.0563, -3.3333, -1.5286], [-1.2066, -4.3453, -1.7064], [-1.5322, -5.3286, -0.8594], [-1.2977, -4.7768, -2.9464], [0.5087, -3.8388, -1.2301], [1.3211, -4.9961, -1.3609], [0.2573, -3.3052, 0.1125], [0.9154, -2.7420, -2.1587], [-0.9899, -2.1222, -3.6000], [0.1263, -1.5615, -2.8582], [1.0390, -0.9822, -3.8195], [0.4912, -1.2113, -5.0432], [0.9895, -0.8586, -6.2730], [0.2205, -1.1878, -7.3982], [-0.9931, -1.8453, -7.2674], [-1.4853, -2.2080, -6.0054], [-0.7189, -1.8852, -4.9137], [1.9438, -0.3532, -6.3656], [0.5843, -0.9255, -8.3834], [-1.5700, -2.0864, -8.1511], [-2.4276, -2.7291, -5.8889], [-1.6848, 2.9396, -1.8214], [-2.3740, 2.3676, -0.1951], [-2.9777, 3.8539, 0.7457], [-3.7813, 1.1791, -0.4656], [-0.6138, 1.0663, 1.1175], [-1.7802, 0.7096, 3.3703], [-2.6720, -0.9114, 3.1502], [-0.4762, 0.5694, 4.6979], [-2.9938, 2.0120, 3.9075], [1.1885, 2.8076, 1.6563], [2.4465, 1.8733, 2.6552], [1.9471, 3.3923, 0.0739], [0.4684, 4.2447, 2.5881], [-2.4356, 3.5630, -2.3197], [-1.4414, 2.1056, -2.4867], [-0.7817, 3.5412, -1.6857], [-3.7552, 4.3552, 0.1566], [-2.1701, 4.5712, 0.9220], [-3.4039, 3.5802, 1.7129], [-4.5609, 1.6368, -1.0851], [-4.2315, 0.8925, 0.4913], [-3.4473, 0.2635, -0.9628], [-2.0146, -1.6648, 2.7072], [-3.5257, -0.7814, 2.4776], [-3.0472, -1.2959, 4.1051], [0.3286, -0.1017, 4.3875], [-0.9181, 0.1804, 5.6218], [-0.0360, 1.5474, 4.9148], [-3.8943, 2.0034, 3.2857], [-2.5649, 3.0188, 3.8825], [-3.2929, 1.7940, 4.9396], [2.7177, 0.9629, 2.1099], [2.0558, 1.5896, 3.6379], [3.3552, 2.4674, 2.8007], [2.4161, 2.5396, -0.4259], [2.7092, 4.1528, 0.2775], [1.2026, 3.8250, -0.6004], [-0.1284, 3.9206, 3.4479], [-0.1769, 4.8327, 1.9285], [1.2693, 4.8992, 2.9509], [1.2140, -3.6405, 4.8586], [2.1984, -2.7572, 4.0753], [1.5484, -2.0544, 2.9749], [1.0503, -1.5326, 2.0985], [1.5969, -3.8135, 5.8620], [1.0822, -4.6018, 4.3650], [0.2367, -3.1648, 4.9423], [3.0084, -3.3458, 3.6446], [2.6567, -2.0030, 4.7150]]
}